ORCA calculation (the ωB97M-V functional and the def2-TZVPD basis) on a cluster of 10 separate species, C57H139N16O10P3 in total in a non-equilibrium geometry.

Atoms and positions in Å:
P 3.5577 3.3889 -3.0493
P 5.1349 -2.2864 2.6213
P -1.4863 1.2708 -0.8294
O -2.3361 -3.9883 2.1787
O 0.9023 -4.5893 -1.7531
O 4.3322 2.9049 4.2000
O -7.4692 4.3138 -2.0422
O 4.8119 4.0982 -3.3381
O -1.6704 5.7697 -2.6136
O -0.2830 1.0490 -1.7052
O 6.2015 -3.3440 2.4758
O -7.4992 0.2368 -0.1184
O -1.5124 1.4496 -7.1679
N 2.3901 3.4511 -4.3050
N 4.8199 -1.9777 4.2405
N 3.1083 2.8977 4.8165
N 1.0624 -4.6136 -3.1477
N -3.0292 1.5913 -1.5865
N 3.7146 1.7615 -2.6785
N -1.5418 -4.7767 3.0414
N -0.5963 0.0998 -5.6469
N -7.4988 2.4912 -3.5059
N 3.6153 -2.5602 1.8713
N 5.5180 -0.8336 1.9301
N 2.5623 4.0168 -1.7646
N -1.4746 2.6006 0.3478
N -8.4439 1.8032 1.2127
N -3.0824 7.3098 -1.8008
N -1.7787 -0.0621 0.0928
C 0.7004 0.0519 -6.3404
C -3.0473 2.6543 -2.5940
C 0.7137 -5.9838 4.4794
C 2.3892 -4.1922 -3.6507
C 4.1291 2.2759 6.9737
C -4.3212 6.7871 -2.4682
C -0.3369 -5.0251 5.0789
C 0.1527 -5.1712 1.1929
C -8.4318 0.9427 0.1914
C 3.9057 -2.8338 5.0045
C 5.0187 0.5440 2.3289
C 1.0850 2.7994 -4.1676
C -0.7657 -5.8009 2.3202
C -1.8127 -6.7297 1.6816
C -0.0242 -6.6999 3.2909
C -1.1558 -5.5920 -3.4425
C 5.8895 -1.3429 5.0189
C 2.3305 4.6763 3.1987
C 2.8437 0.5442 5.8126
C 1.6525 2.5049 6.7972
C 2.9101 3.5537 -5.6929
C 0.7337 -7.1328 -3.1400
C -0.9999 -4.0515 4.1574
C -1.6683 0.7756 -6.1324
C -6.7939 1.5605 -4.3993
C 0.0109 -2.9215 3.7188
C 0.5099 -5.8735 -5.2550
C 3.6803 -4.9055 -3.0983
C 1.9540 3.3712 3.9508
C -0.7493 -0.6466 -4.3839
C 2.6618 1.0209 -1.9558
C 0.4747 2.6745 5.8571
C 3.1204 3.8894 -0.3532
C 1.4897 2.4254 2.9121
C -2.5861 2.7222 1.3927
C -0.6616 3.7866 0.1243
C -2.3906 -1.2883 -0.5281
C 1.9548 -5.6692 -5.7381
C 2.6019 -1.5331 1.7266
C -1.0636 -0.2047 1.3372
C 4.7534 0.9560 -3.3511
C 3.5329 -3.5778 0.8442
C -6.9268 3.3881 -2.6571
C 6.2748 -0.9130 0.6878
C 1.9059 5.2852 -1.9910
C -9.4899 2.7873 1.3172
C -3.3844 8.3695 -0.8865
C -1.8472 6.8309 -1.9855
C -8.8931 2.5991 -3.7031
C 2.8891 2.0706 6.0157
C -7.3298 1.9800 2.1314
C -4.4150 1.2878 -1.1111
C 2.4602 -4.3251 -5.2190
C 2.4361 -2.6429 -3.4099
C 0.8315 3.7639 4.8578
C -2.2236 -3.3664 4.9000
C 0.3154 -5.7789 -3.7104
H 0.0783 -7.9100 -3.5330
H -1.7543 -1.8334 -1.2253
H -9.4307 0.9608 -0.2713
H -0.5831 -7.4975 3.7803
H 0.3441 -3.8187 -1.6257
H -2.6168 -7.0049 2.3640
H 1.6349 5.0089 2.4282
H 1.4442 5.6564 -1.0760
H -0.4991 -1.1319 1.2381
H 4.5387 -4.9920 -3.7645
H 4.7155 -0.0515 -2.9369
H -7.7140 1.8343 3.1410
H 0.8783 -1.0169 -6.4587
H 0.1600 -4.4747 5.8778
H 0.5318 -7.2006 -2.0710
H 3.9471 -3.8294 4.5628
H 2.5338 -0.0546 6.6690
H -0.2146 -5.2697 -5.8014
H 0.0336 -2.1807 4.5180
H 1.7290 -2.0578 -3.9980
H -2.7845 -1.9662 0.2291
H 4.4877 0.8945 -4.4064
H -1.1369 4.2928 -0.7160
H -5.7635 1.5256 -4.0454
H 3.1816 4.4983 2.5413
H 1.4153 0.5394 -5.6775
H -1.5231 -4.6666 -3.8861
H 3.6510 2.9375 -0.3318
H -2.2530 -6.2868 0.7882
H -2.0149 2.8700 -2.8694
H 3.3850 -2.2422 -3.7664
H -6.6374 1.8803 -5.4295
H 6.0085 -0.3411 4.6061
H -2.3442 2.2497 2.3447
H -3.2479 -1.0037 -1.1381
H -9.1701 3.3176 -4.4745
H -1.3561 -7.6545 1.3290
H -0.6455 4.3768 1.0405
H -4.1938 5.7640 -2.8217
H 0.9017 2.7984 -3.0931
H -1.5295 -0.2093 -3.7609
H 4.0237 -4.5010 -2.1462
H -2.8075 3.7812 1.5252
H -6.5367 1.2434 2.0031
H 5.7243 -1.3968 6.0950
H 6.8636 -1.8265 0.6042
H 4.2667 0.8975 1.6235
H 2.6847 5.9728 -2.3209
H -4.5601 7.4057 -3.3333
H 2.2094 -2.2303 -2.4268
H 1.0101 1.7820 -4.5515
H -6.7990 2.9295 2.0619
H -3.5441 3.5346 -2.1862
H -2.5994 0.6900 -5.5510
H -0.3983 -4.4766 0.5588
H -4.8284 2.1039 -0.5185
H -3.8300 7.9664 0.0228
H -4.1248 9.0286 -1.3399
H 0.7794 0.5728 -7.2947
H -2.8035 -2.6860 4.2765
H 0.1202 -0.4938 -3.7446
H 1.9168 -5.7850 -6.8213
H -3.0485 -3.9995 5.2268
H -5.0719 1.1199 -1.9645
H -9.3730 2.9007 -2.7721
H 4.1756 -2.9455 6.0547
H 2.5823 -1.0444 2.7007
H -0.4600 2.8402 6.3927
H 4.3668 -3.5218 0.1444
H 4.9834 2.0452 6.3372
H 0.7346 2.7634 2.2024
H 3.6716 2.7739 -5.6911
H 2.0257 3.4014 -6.3116
H -3.5865 2.3936 -3.5047
H 5.6620 -0.8745 -0.2128
H 0.2485 -6.9076 -5.4796
H -1.2664 -5.6749 -2.3613
H 1.8980 1.6767 -1.5377
H 1.2197 5.2456 -2.8369
H 1.5690 -5.4578 4.0553
H 4.4283 0.5232 3.2449
H 1.3591 1.7272 7.5024
H 3.8378 4.6999 -0.2244
H -0.2452 0.4992 1.4882
H 2.2914 0.2177 -2.5927
H -1.8464 -0.3378 2.0839
H 0.9224 4.6873 5.4298
H 2.8046 -0.7460 1.0002
H 0.4122 -6.0147 0.5533
H -5.8293 3.3015 -2.6661
H -9.3719 1.6606 -3.9827
H 2.2514 2.2008 2.1655
H 4.5465 3.7881 4.5093
H 0.9871 -3.2983 3.4137
H 6.9151 -0.0331 0.6256
H -9.1044 3.7979 1.4522
H 1.2386 1.4276 3.2719
H 5.7903 1.3122 2.3783
H 1.7213 3.3124 7.5262
H 2.3740 3.8787 0.4411
H 3.4822 -5.9513 -2.8634
H -0.0579 3.9973 4.2724
H 3.4769 -4.2072 -5.5938
H 1.0782 -4.7765 1.6122
H 0.7500 -7.2734 2.7811
H 6.7731 -1.9313 4.7719
H 2.2026 0.3068 4.9636
H 2.6906 -6.3894 -5.3802
H -4.5566 0.4540 -0.4235
H 1.7698 -7.3864 -3.3644
H 3.4574 4.4814 -5.8602
H 4.2470 1.5503 7.7784
H 5.6505 1.5183 -3.0918
H -1.0818 -5.6047 5.6241
H 3.6584 -4.5582 1.3038
H -3.5091 2.2197 1.1032
H -7.2251 0.5610 -4.4551
H -1.6982 -6.4917 -3.7330
H -3.2307 -4.2609 2.3956
H 1.8194 -3.5652 -5.6661
H 0.1872 1.7069 5.4458
H -0.3299 -2.3854 2.8330
H 3.0365 0.5224 -1.0618
H -10.1383 2.4190 2.1122
H 2.6978 5.4925 3.8209
H 2.8803 -2.4642 5.0033
H 0.1633 3.2160 -4.5740
H -1.1493 7.4004 -1.3524
H 0.9854 -6.7947 5.1552
H 0.3709 3.5193 -0.1007
H -1.7940 -2.8420 5.7536
H 2.5829 -3.5271 0.3123
H 3.7699 0.1243 5.4203
H -2.5366 9.0501 -0.8073
H -10.0715 2.8201 0.3959
H -5.2013 6.8252 -1.8262
H 1.6404 -2.0356 1.6216
H 4.3584 3.2626 7.3762
H -0.9391 -1.7146 -4.4917

Computed properties:
HOMO level   -7.643 eV
Structure (SMILES)   CN(C)P(=O)(N(C)C)N(C)C.CN(C)P(=O)(N(C)C)N(C)C.CN(C)P(=O)(N(C)C)N(C)C.CC1(C)CCCC(C)(C)N1O.CC1(C)CCCC(C)(C)N1O.CC1(C)CCCC(C)(C)N1O.CN(C)C=O.CN(C)C=O.CN(C)C=O.CN(C)C=O
LUMO   0.18 eV
HOMO-LUMO gap   7.827 eV

Mulliken population analysis, charges in e, atoms 1 to 8: 0.4599, 0.0867, -0.7210, -0.1303, 0.1246, -0.3253, -0.6745, -0.8790